The following is a DFT calculation (ωB97M-V with the def2-TZVPD basis set) of a molecular structure, C25H31F5INO2RuSiTe2.

Positions of all 69 atoms, in Å:
Ru -0.344 0.845 1.129
C 4.087 0.710 0.757
Si 2.505 -0.004 0.061
C 2.067 -1.430 1.198
C 2.789 -0.715 -1.656
N 1.244 1.233 -0.020
C 1.452 2.436 -0.674
C 2.551 2.679 -1.506
C 2.755 3.909 -2.116
C 1.856 4.941 -1.922
C 0.735 4.728 -1.125
C 0.540 3.501 -0.524
O -0.566 3.199 0.233
C -1.519 4.197 0.422
C -1.418 5.071 1.486
C -2.396 6.042 1.644
C -3.451 6.130 0.745
C -3.535 5.238 -0.315
C -2.562 4.264 -0.479
H 4.858 -0.066 0.697
H 3.949 0.968 1.809
H 4.453 1.596 0.239
H 3.005 -1.951 1.416
H 1.384 -2.140 0.734
H 1.630 -1.133 2.152
H 2.922 -1.798 -1.592
H 3.675 -0.296 -2.139
H 1.924 -0.525 -2.294
H 3.261 1.884 -1.683
H 3.625 4.049 -2.745
H 2.008 5.905 -2.389
H 0.010 5.515 -0.973
H -0.592 4.981 2.177
H -2.338 6.729 2.479
H -4.217 6.884 0.881
H -4.369 5.283 -1.002
H -2.616 3.530 -1.272
I 1.783 3.223 2.925
C 0.594 1.454 2.896
H -0.211 1.588 3.612
H 1.258 0.658 3.223
F -4.960 0.868 2.518
Te -3.561 0.464 1.199
F -2.235 1.703 2.244
F -4.751 -0.196 -0.192
F -0.971 -0.616 2.334
F -4.110 2.111 0.519
O -1.917 0.662 -0.050
C 0.014 -8.053 -0.681
C -0.232 -6.568 -0.692
C -0.372 -5.848 0.482
C -0.616 -4.474 0.487
C -0.773 -3.787 1.821
C -0.723 -3.798 -0.728
Te -1.052 -1.670 -0.885
C -0.591 -4.512 -1.934
C -0.694 -3.829 -3.276
C -0.344 -5.876 -1.895
H 0.284 -8.398 0.317
H 0.819 -8.324 -1.366
H -0.879 -8.599 -0.992
H -0.292 -6.360 1.436
H -1.618 -4.211 2.368
H -0.939 -2.716 1.726
H 0.118 -3.930 2.436
H 0.120 -3.112 -3.414
H -1.629 -3.274 -3.359
H -0.644 -4.557 -4.086
H -0.237 -6.417 -2.831

Summary:
Total charge: -1
Frontier orbital gap (alpha / beta): 7.512 / 5.850 eV
Energy above the lowest of the compared OMol25 structures with the same formula, charge and spin: 15.1 kcal per mole
Total energy: -78750.360 eV
2S+1: 6

Okay, here come the natural (NBO) numbers, in e, for every atom: 1.536, -1.149, 1.839, -1.152, -1.151, -1.007, 0.104, -0.243, -0.232, -0.218, -0.300, 0.356, -0.542, 0.271, -0.203, -0.222, -0.226, -0.186, -0.223, 0.228, 0.246, 0.240, 0.236, 0.253, 0.248, 0.239, 0.227, 0.251, 0.208, 0.204, 0.205, 0.233, 0.228, 0.207, 0.205, 0.211, 0.243, 0.042, -0.756, 0.234, 0.208, -0.711, 2.571, -0.701, -0.697, -0.667, -0.642, -1.078, -0.622, -0.021, -0.220, -0.064, -0.645, -0.222, 0.393, -0.054, -0.643, -0.231, 0.210, 0.210, 0.213, 0.196, 0.217, 0.252, 0.214, 0.217, 0.232, 0.208, 0.194